## a
{
  "formula": "CH4N2",
  "method": "ωB97M-V/def2-TZVPD",
  "elements": ["C", "N", "N", "H", "H", "H", "H"],
  "xyz": [[-0.59, -0.01, -0.01], [0.33, 1.04, 0.09], [0.57, -0.79, 0.17], [1.22, 1.13, 0.58], [0.86, -1.23, -0.70], [-1.12, -0.01, -0.97], [-1.28, -0.12, 0.84]],
  "e_homo_ev": -9.33,
  "orbital_gap_ev": 9.4
}


## b
{
  "formula": "CH4N2",
  "method": "ωB97M-V/def2-TZVPD",
  "elements": ["H", "N", "C", "N", "H", "H", "H"],
  "xyz": [[-1.49, -0.37, 1.65], [-1.49, -0.07, 0.60], [-0.40, -0.03, -0.17], [0.88, 0.08, -0.22], [-0.61, 0.05, -1.29], [1.69, -0.02, 0.61], [1.43, 0.36, -1.18]],
  "e_homo_ev": -8.88,
  "orbital_gap_ev": 9.5,
  "smiles": "[H]/N=C\\N"
}


## c
{
  "formula": "CH4N2",
  "method": "ωB97M-V/def2-TZVPD",
  "elements": ["C", "N", "N", "H", "H", "H", "H"],
  "xyz": [[0.03, -0.84, -0.45], [-0.26, 0.40, -0.67], [0.19, 1.16, 0.34], [-0.41, -1.81, -1.01], [0.84, -0.98, 0.27], [0.36, 0.36, 0.95], [-0.76, 1.71, 0.58]],
  "e_homo_ev": -9.19,
  "orbital_gap_ev": 10.2,
  "smiles": "C=NN"
}


Quick ranking, most stable first: b, c, a.


## a
{
  "formula": "C17H31N9O3ReS",
  "method": "ωB97M-V/def2-TZVPD",
  "elements": ["Re", "C", "N", "C", "C", "O", "C", "O", "C", "C", "O", "N", "C", "C", "H", "H", "H", "H", "H", "H", "H", "H", "H", "H", "H", "H", "H", "H", "H", "H", "C", "C", "N", "N", "C", "S", "N", "N", "H", "H", "H", "H", "H", "H", "C", "C", "N", "H", "H", "H", "C", "N", "C", "C", "N", "C", "H", "H", "H", "H", "H", "H"],
  "xyz": [[-0.28, 0.53, -0.20], [0.02, -1.90, 3.96], [-0.06, -0.43, 3.89], [-0.19, 0.23, 5.21], [-0.06, 0.20, 2.76], [-0.02, -0.41, 1.62], [-0.13, 1.71, 2.72], [0.09, 2.17, 1.37], [1.35, 2.86, 1.14], [2.25, 1.98, 0.30], [1.69, 0.95, -0.27], [3.50, 2.25, 0.14], [4.15, 3.42, 0.75], [4.38, 1.38, -0.67], [0.72, -2.17, 4.75], [-0.96, -2.31, 4.20], [0.38, -2.30, 3.02], [0.60, -0.12, 5.86], [-0.14, 1.31, 5.14], [-1.15, -0.04, 5.65], [-1.12, 2.06, 3.04], [0.61, 2.16, 3.38], [1.12, 3.78, 0.61], [1.81, 3.11, 2.09], [3.44, 4.22, 0.97], [4.67, 3.13, 1.66], [4.88, 3.81, 0.04], [3.94, 0.40, -0.80], [4.55, 1.84, -1.64], [5.33, 1.29, -0.16], [-1.88, -5.79, -0.47], [-1.21, -4.72, -1.24], [-0.71, -4.84, -2.43], [-0.21, -3.61, -2.73], [-0.40, -2.73, -1.76], [0.09, -1.08, -1.93], [-1.03, -3.42, -0.80], [-1.44, -2.85, 0.41], [-1.80, -6.72, -1.03], [-2.95, -5.58, -0.33], [-1.42, -5.94, 0.51], [0.26, -3.47, -3.61], [-0.65, -2.85, 1.05], [-2.17, -3.45, 0.80], [-4.86, 0.01, 0.27], [-3.42, 0.17, 0.13], [-2.29, 0.29, 0.00], [-5.28, -0.36, -0.67], [-5.32, 0.97, 0.52], [-5.08, -0.71, 1.06], [-2.33, 4.19, -3.88], [-1.37, 3.31, -3.18], [-0.04, 3.14, -3.52], [0.48, 2.24, -2.65], [-0.54, 1.85, -1.78], [-1.64, 2.53, -2.15], [-1.77, 4.86, -4.53], [-2.88, 4.78, -3.16], [-3.00, 3.59, -4.49], [0.41, 3.67, -4.34], [1.47, 1.84, -2.61], [-2.61, 2.46, -1.69]],
  "e_homo_ev": [-20.01, -20.25],
  "orbital_gap_ev": [8.0, 6.7],
  "multiplicity": 4,
  "charge": 4,
  "s2": 3.77
}


## b
{
  "formula": "C17H31N9O3ReS",
  "method": "ωB97M-V/def2-TZVPD",
  "elements": ["Re", "C", "N", "C", "C", "O", "C", "O", "C", "C", "O", "N", "C", "C", "H", "H", "H", "H", "H", "H", "H", "H", "H", "H", "H", "H", "H", "H", "H", "H", "C", "C", "N", "N", "C", "S", "N", "N", "H", "H", "H", "H", "H", "H", "C", "C", "N", "H", "H", "H", "C", "N", "C", "C", "N", "C", "H", "H", "H", "H", "H", "H"],
  "xyz": [[-0.13, 0.54, 0.31], [4.82, 0.72, 2.22], [3.91, 0.36, 1.11], [4.57, -0.05, -0.15], [2.62, 0.38, 1.24], [1.83, 0.06, 0.26], [1.93, 0.80, 2.52], [0.53, 0.40, 2.44], [0.23, -0.89, 3.04], [-0.05, -1.89, 1.94], [-0.51, -1.37, 0.85], [0.08, -3.16, 2.11], [-0.21, -4.13, 1.02], [0.50, -3.76, 3.40], [5.69, 1.21, 1.78], [5.14, -0.19, 2.73], [4.35, 1.41, 2.91], [5.40, -0.70, 0.12], [4.95, 0.84, -0.64], [3.87, -0.57, -0.79], [1.95, 1.88, 2.63], [2.38, 0.36, 3.41], [-0.67, -0.76, 3.64], [1.04, -1.19, 3.70], [-0.20, -3.62, 0.07], [-1.17, -4.59, 1.21], [0.57, -4.89, 1.05], [0.06, -3.21, 4.24], [1.58, -3.78, 3.47], [0.11, -4.77, 3.43], [-4.31, -3.25, -3.02], [-3.02, -2.52, -3.07], [-2.09, -2.66, -3.97], [-1.12, -1.79, -3.61], [-1.42, -1.10, -2.52], [-0.34, 0.17, -1.98], [-2.64, -1.55, -2.15], [-3.35, -1.07, -1.05], [-4.48, -3.72, -3.99], [-5.14, -2.59, -2.80], [-4.27, -4.04, -2.27], [-0.29, -1.72, -4.18], [-3.61, -1.87, -0.48], [-4.21, -0.65, -1.41], [-4.25, 2.51, 1.15], [-3.01, 1.82, 0.87], [-2.02, 1.27, 0.65], [-4.65, 2.16, 2.10], [-4.97, 2.31, 0.35], [-4.06, 3.59, 1.21], [1.81, 5.37, -1.74], [1.21, 4.39, -0.79], [0.76, 4.67, 0.47], [0.25, 3.52, 0.97], [0.39, 2.53, 0.00], [0.99, 3.11, -1.05], [1.88, 6.33, -1.22], [1.17, 5.47, -2.61], [2.80, 5.03, -2.02], [0.83, 5.66, 0.90], [-0.22, 3.35, 1.92], [1.24, 2.64, -1.98]],
  "e_homo_ev": [-20.17, -20.56],
  "orbital_gap_ev": [8.5, 7.1],
  "multiplicity": 4,
  "charge": 4,
  "s2": 3.77
}


Quick ranking, most stable first: b, a.